No. 1
15
Properties=species:S:1:pos:R:3 method="wB97M-V/def2-TZVPD" total_charge=+1 e_tot_ev=-11688.250 e_lumo_ev=-4.35 homo_ha=-0.5124 de_lowest_ev=0.0000 smiles="N=C=N[C@H]1N=C[NH+]=CN1" gap_ev=9.59 max_force_ev_per_a=1.2
N -2.684 -0.959 -0.588
C -2.141 0.007 -0.176
N -1.469 0.993 0.068
C -0.224 1.050 0.724
N 0.024 -0.178 1.405
C 0.697 -1.087 0.875
N 1.459 -0.892 -0.297
C 1.502 0.319 -0.838
N 0.802 1.297 -0.348
H -3.538 -1.462 -0.471
H -0.206 1.894 1.423
H 0.793 -2.049 1.356
H 2.039 -1.636 -0.663
H 2.154 0.490 -1.690
H 0.791 2.213 -0.781

=====

No. 2
17
Properties=species:S:1:pos:R:3 method="wB97M-V/def2-TZVPD" e_tot_ev=-28489.334 e_lumo_ev=0.64 homo_ha=-0.3038 de_lowest_ev=2.3016 smiles="C1=NCCS1.C=CS" gap_ev=8.91 max_force_ev_per_a=3.8
C 2.272 -0.346 -1.282
N 2.065 -1.270 -0.458
C 1.480 -0.947 0.733
C 1.701 0.637 0.962
S 2.101 1.315 -0.627
H 2.538 -0.505 -2.367
H 1.988 -1.453 1.603
H 0.500 -1.415 0.732
H 0.751 1.093 1.251
H 2.402 0.838 1.747
C -1.164 2.049 -1.774
C -1.684 1.296 -0.787
S -1.783 1.881 0.914
H -1.066 3.126 -1.536
H -1.111 1.574 -2.818
H -2.005 0.250 -0.843
H -1.785 3.294 0.826

=====

No. 3
37
Properties=species:S:1:pos:R:3 method="wB97M-V/def2-TZVPD" total_charge=-1 e_tot_ev=-42575.045 e_lumo_ev=1.98 homo_ha=-0.2141 de_lowest_ev=0.0000 gap_ev=7.81 max_force_ev_per_a=3.5
Sn 1.387 0.821 -1.245
O -3.872 -1.392 3.112
C -3.293 -2.108 2.265
O -3.605 -3.219 1.876
C -2.116 -1.483 1.523
C -1.690 -2.089 0.346
C -0.772 -1.495 -0.474
N -0.165 -0.342 -0.112
C -0.659 0.369 0.947
C -1.602 -0.169 1.826
C -0.195 1.821 1.074
O -0.686 2.533 1.941
O 0.643 2.211 0.147
H -2.246 -2.937 0.041
H -0.415 -1.926 -1.341
H -1.956 0.407 2.640
Te 3.241 -0.082 0.606
C 4.824 0.145 -0.667
C 5.418 -0.902 -1.343
C 6.422 -0.747 -2.297
C 6.942 0.514 -2.558
C 6.313 1.608 -1.925
C 5.348 1.440 -0.918
H 5.020 -1.852 -1.147
H 6.709 -1.649 -2.891
H 7.838 0.547 -3.234
H 6.648 2.530 -2.203
H 4.921 2.340 -0.463
N -5.205 0.043 1.324
C -4.721 1.202 0.786
C -5.326 1.461 -0.398
N -6.235 0.446 -0.634
C -6.143 -0.358 0.426
H -4.914 -0.437 2.185
H -3.975 1.758 1.419
H -5.112 2.211 -1.160
H -6.770 -1.220 0.529

=====

No. 4
78
Properties=species:S:1:pos:R:3 method="wB97M-V/def2-TZVPD" total_charge=+4 e_tot_ev=-133381.468 multiplicity=3 e_lumo_ev="-13.52 / -14.24" homo_ha="-0.6643 / -0.6593" de_lowest_ev=0.8782 gap_ev="4.55 / 3.70" max_force_ev_per_a=4.9
N 5.894 3.667 -3.782
C 6.260 2.489 -3.285
C 5.433 1.362 -3.351
C 4.184 1.479 -4.008
C 3.791 2.770 -4.468
C 4.701 3.832 -4.347
C 3.287 0.354 -4.131
W -0.982 -1.129 -0.612
P -2.067 -1.832 2.842
C 1.952 0.560 -4.299
C 0.874 -0.221 -3.753
C -0.428 0.249 -4.018
C -1.533 -0.384 -3.478
C -1.191 -1.314 -2.520
C 0.098 -1.934 -2.244
C 1.163 -1.336 -2.984
Br -2.891 -2.444 -0.053
H 3.724 -0.650 -4.107
H 1.624 1.304 -5.043
H 5.751 0.423 -2.894
H 2.814 2.963 -4.911
H 7.258 2.411 -2.829
H 4.452 4.827 -4.733
H -0.487 1.147 -4.641
H 2.173 -1.736 -2.986
H -2.564 -0.059 -3.633
H 0.197 -2.914 -1.784
P -0.954 1.246 -0.041
C -1.607 -3.621 2.877
C -2.691 -4.684 3.040
H -0.893 -3.703 3.709
H -1.019 -3.853 1.968
H -2.192 -5.669 2.980
H -3.169 -4.652 4.033
H -3.465 -4.660 2.257
C -3.813 -1.269 2.984
C -4.774 -2.026 3.882
H -4.233 -1.191 1.965
H -3.711 -0.235 3.359
H -5.797 -1.762 3.568
H -4.691 -3.118 3.815
H -4.665 -1.687 4.921
C -1.354 -1.215 4.373
C -1.709 -2.086 5.557
H -1.761 -0.200 4.497
H -0.263 -1.176 4.205
H -1.337 -1.589 6.444
H -2.781 -2.236 5.698
H -1.237 -3.072 5.521
C -0.040 1.923 1.390
C -0.547 1.749 2.809
H 0.052 3.001 1.171
H 0.974 1.504 1.304
H -0.113 2.549 3.425
H -1.636 1.829 2.894
H -0.229 0.803 3.259
C -2.586 2.044 0.146
C -3.315 2.277 -1.175
H -2.389 3.009 0.646
H -3.194 1.447 0.843
H -4.172 2.941 -1.000
H -2.671 2.765 -1.914
H -3.695 1.352 -1.627
C -0.116 2.293 -1.286
C 1.414 2.405 -1.239
H -0.560 3.296 -1.159
H -0.426 1.925 -2.270
H 1.785 2.837 -2.177
H 1.731 3.074 -0.421
H 1.934 1.443 -1.105
N 2.807 0.159 0.626
C 2.391 -1.054 0.242
N 3.249 -1.847 -0.438
S 0.839 -1.704 0.697
H 3.703 0.502 0.296
H 2.271 0.654 1.323
H 2.913 -2.774 -0.686
H 4.247 -1.826 -0.135

=====

No. 5
60
Properties=species:S:1:pos:R:3 method="wB97M-V/def2-TZVPD" e_tot_ev=-64503.284 e_lumo_ev="-0.66 / -0.66" homo_ha="-0.1690 / -0.1691" de_lowest_ev=0.0000 gap_ev="3.94 / 3.94" max_force_ev_per_a=3.1
C -1.394 0.031 2.741
C -2.271 -0.457 1.732
C -2.355 -1.857 1.872
H -2.807 0.166 1.013
C -1.604 -2.261 2.989
C -0.996 -1.101 3.565
H -0.536 -1.028 4.552
H -1.233 1.074 2.999
H -2.937 -2.505 1.216
H -1.537 -3.262 3.416
Cd 0.791 -0.643 2.253
C -1.290 2.132 -1.368
H -2.198 2.291 -1.965
H -1.456 2.157 -0.281
H -0.498 2.841 -1.633
Si -0.509 0.163 -1.739
C -0.801 0.354 -3.610
C -2.124 0.238 -4.096
H -2.935 -0.107 -3.443
C -2.413 0.542 -5.435
H -3.438 0.436 -5.799
C -1.390 0.953 -6.297
H -1.625 1.216 -7.330
C -0.074 1.050 -5.829
H 0.725 1.364 -6.503
C 0.224 0.754 -4.492
H 1.254 0.810 -4.136
C -0.770 -1.713 -1.665
C -1.213 -2.577 -2.697
H -1.521 -2.152 -3.654
C -1.231 -3.972 -2.520
H -1.589 -4.612 -3.331
C -0.816 -4.545 -1.310
H -0.871 -5.626 -1.155
C -0.331 -3.708 -0.296
H -0.010 -4.121 0.664
C -0.253 -2.336 -0.511
H 0.213 -1.705 0.255
H -1.319 4.838 0.213
H -1.737 4.834 -0.420
C -0.269 1.889 5.467
C 0.805 2.254 4.510
N 1.300 1.529 3.535
C 2.405 2.133 2.919
C 2.725 3.359 3.483
S 1.636 3.804 4.737
C 3.155 1.393 1.931
C 4.403 1.686 1.430
S 4.950 0.451 0.328
C 3.494 -0.454 0.623
N 2.670 0.154 1.464
C 3.213 -1.773 0.003
H -0.034 2.337 6.442
H -1.236 2.294 5.133
H -0.345 0.804 5.590
H 3.576 3.958 3.183
H 4.974 2.556 1.732
H 2.373 -1.712 -0.706
H 4.112 -2.091 -0.538
H 2.971 -2.529 0.766

=====

No. 6
40
Properties=species:S:1:pos:R:3 method="wB97M-V/def2-TZVPD" e_tot_ev=-36715.942 e_lumo_ev=0.49 homo_ha=-0.3171 de_lowest_ev=2.4613 smiles="N[C@@H](Cc1c[nH]cn1)C(=O)O.CSCC[C@H](N)C(=O)O" gap_ev=9.12 max_force_ev_per_a=6.5
N -3.935 -1.972 0.723
C -3.623 -0.547 0.900
C -2.144 -0.151 1.206
C -1.304 -0.363 -0.041
C -0.893 0.498 -1.036
N -0.200 -0.221 -1.986
C -0.297 -1.595 -1.560
N -0.850 -1.610 -0.378
C -4.059 0.248 -0.286
O -3.699 1.422 -0.391
O -4.921 -0.250 -1.164
H -3.049 -2.452 0.406
H -4.225 -2.390 1.664
H -4.224 -0.194 1.723
H -2.177 0.893 1.568
H -1.777 -0.782 2.055
H -1.109 1.513 -1.152
H 0.399 0.134 -2.674
H 0.215 -2.377 -2.052
H -5.119 -1.147 -0.823
C 3.658 -2.323 1.142
S 4.645 -1.247 -0.117
C 3.382 -0.181 -0.937
C 2.675 0.623 0.176
C 1.520 1.550 -0.306
N 1.869 2.472 -1.458
C 0.876 2.439 0.732
O 0.653 3.611 0.495
O 0.397 1.699 1.810
H 4.293 -3.144 1.425
H 2.715 -2.699 0.767
H 3.498 -1.687 2.096
H 2.643 -0.802 -1.441
H 3.864 0.303 -1.656
H 2.346 -0.066 0.921
H 3.383 1.283 0.660
H 0.799 1.006 -0.633
H 2.503 3.233 -1.039
H 1.027 2.975 -1.816
H 0.250 2.299 2.473

=====

No. 7
15
Properties=species:S:1:pos:R:3 method="wB97M-V/def2-TZVPD" total_charge=+1 e_tot_ev=-75815.584 e_lumo_ev=-5.64 homo_ha=-0.5460 de_lowest_ev=2.6642 gap_ev=9.22 max_force_ev_per_a=3.4
C 0.014 1.572 -0.686
C 0.230 -1.806 -0.660
C 1.085 1.013 0.202
C -1.080 0.048 0.932
N -0.124 0.199 -0.096
Br 1.780 -2.751 -0.214
H 0.138 1.379 -1.708
H 0.127 -1.348 -1.609
H 1.316 1.230 1.184
H 1.912 0.618 -0.372
H -0.732 2.273 -0.342
H -1.736 0.851 0.833
H -1.648 -0.859 0.884
H -0.573 -0.128 1.859
H -0.708 -2.291 -0.206

=====

No. 8
173
Properties=species:S:1:pos:R:3 method="wB97M-V/def2-TZVPD" e_tot_ev=-96814.288 e_lumo_ev=0.09 homo_ha=-0.3636 gap_ev=9.98 max_force_ev_per_a=1.7
C 7.402 -1.025 1.924
C 6.334 -0.766 0.920
O 6.573 -0.320 -0.202
O 5.113 -1.078 1.353
C 3.981 -0.617 0.566
C 2.711 -0.966 1.303
C 1.509 -0.432 0.512
C 0.269 -1.257 0.827
C -1.100 -0.868 0.182
C -1.461 -2.104 -0.720
C -2.623 -2.105 -1.670
N -3.380 -3.107 -1.891
C -1.146 0.247 -0.842
O -0.345 0.589 -1.689
O -2.353 0.842 -0.782
C -3.189 0.383 0.314
C -3.725 1.677 0.890
C -4.578 2.443 -0.145
C -4.196 3.890 -0.164
N -3.041 4.206 -0.848
O -4.876 4.738 0.419
O -4.186 -0.355 -0.298
C -5.379 -0.583 0.451
C -6.151 -1.724 -0.174
C -6.656 -1.278 -1.547
C -7.315 -2.098 0.744
C -7.009 -3.230 1.751
C -6.606 -2.664 3.127
C -8.215 -4.146 1.924
C -2.189 -0.457 1.221
C -2.838 -1.733 1.747
N -1.754 0.424 2.347
C -2.035 -0.054 3.692
C -2.852 0.900 4.495
O -1.635 -1.119 4.110
C -0.496 1.126 2.365
C -0.388 2.383 1.559
O 0.412 0.768 3.100
H 7.250 -1.987 2.401
H 7.424 -0.251 2.684
H 8.336 -1.020 1.379
H 4.067 0.461 0.438
H 3.974 -1.085 -0.412
H 2.709 -0.484 2.278
H 2.627 -2.043 1.427
H 1.391 0.618 0.735
H 1.720 -0.512 -0.550
H 0.100 -1.268 1.900
H 0.495 -2.284 0.556
H -1.520 -3.005 -0.117
H -0.573 -2.220 -1.341
H -2.827 -1.221 -2.263
H -3.124 -3.900 -1.301
H -4.315 1.527 1.789
H -2.904 2.310 1.196
H -5.615 2.407 0.173
H -4.540 1.985 -1.127
H -2.497 4.912 -0.371
H -2.480 3.389 -1.050
H -5.162 -0.797 1.496
H -6.017 0.302 0.431
H -5.480 -2.558 -0.362
H -7.321 -2.020 -1.975
H -5.835 -1.111 -2.237
H -7.215 -0.347 -1.450
H -7.662 -1.202 1.258
H -8.132 -2.421 0.105
H -6.163 -3.782 1.349
H -7.003 -1.661 3.257
H -7.025 -3.267 3.929
H -5.527 -2.621 3.249
H -7.890 -5.115 2.289
H -8.723 -4.314 0.978
H -8.907 -3.696 2.626
H -2.076 -2.431 2.069
H -3.451 -2.157 0.961
H -3.506 -1.552 2.579
H -2.621 1.920 4.198
H -3.908 0.743 4.295
H -2.617 0.786 5.545
H -0.275 2.193 0.495
H 0.500 2.902 1.903
H -1.246 3.031 1.705
C 9.397 -2.725 -1.362
O 9.637 -1.456 -0.760
H 10.338 -3.273 -1.376
H 8.654 -3.289 -0.785
H 9.038 -2.608 -2.386
H 8.798 -0.977 -0.759
C 8.706 -0.470 -4.975
O 9.937 -1.199 -4.967
H 7.938 -1.109 -5.404
H 8.416 -0.192 -3.957
H 8.809 0.429 -5.587
H 10.603 -0.623 -4.584
C 5.844 3.108 -1.858
O 5.202 1.863 -1.609
H 5.201 3.676 -2.523
H 5.986 3.678 -0.935
H 6.817 2.967 -2.341
H 5.764 1.355 -1.019
C 10.820 -4.619 1.899
O 9.996 -3.456 1.846
H 10.891 -4.916 2.942
H 10.384 -5.441 1.327
H 11.824 -4.409 1.522
H 9.918 -3.192 0.924
C -8.935 -6.226 5.034
O -9.101 -4.813 5.056
H -7.908 -6.425 4.737
H -9.107 -6.665 6.020
H -9.608 -6.698 4.313
H -10.008 -4.631 5.321
C 4.523 2.336 3.859
O 3.808 1.874 2.718
H 3.992 3.205 4.240
H 4.559 1.577 4.645
H 5.543 2.637 3.602
H 4.265 1.105 2.371
C -6.124 4.149 4.039
O -6.921 3.646 2.976
H -6.542 3.768 4.967
H -5.084 3.816 3.957
H -6.141 5.242 4.068
H -6.554 3.986 2.153
C -10.242 3.773 1.721
O -10.224 2.408 2.138
H -11.253 3.996 1.389
H -9.980 4.429 2.554
H -9.545 3.938 0.897
H -9.329 2.224 2.435
C 9.165 -0.162 -8.635
O 10.242 0.244 -7.793
H 8.768 0.731 -9.112
H 9.497 -0.852 -9.415
H 8.367 -0.630 -8.053
H 10.579 -0.543 -7.355
C 5.244 0.205 -6.906
O 5.752 -0.739 -7.846
H 6.065 0.506 -6.262
H 4.852 1.088 -7.417
H 4.447 -0.234 -6.300
H 5.031 -1.023 -8.412
C 7.308 3.277 -8.082
O 8.580 3.404 -8.705
H 6.680 4.080 -8.459
H 6.838 2.317 -8.319
H 7.394 3.376 -6.996
H 9.153 2.708 -8.371
C -11.485 -2.467 4.168
O -12.161 -3.288 5.119
H -10.456 -2.813 4.136
H -11.920 -2.566 3.170
H -11.491 -1.415 4.463
H -13.076 -3.006 5.171
C -7.396 7.329 -0.026
O -7.403 5.972 0.387
H -8.404 7.576 -0.351
H -7.120 8.001 0.792
H -6.709 7.490 -0.862
H -6.515 5.736 0.677
C 1.150 1.284 -5.033
O 0.747 2.487 -4.388
H 1.849 1.536 -5.828
H 1.651 0.614 -4.330
H 0.291 0.770 -5.474
H 0.139 2.234 -3.687
C 12.241 -1.007 3.266
O 11.958 -1.169 1.887
H 13.181 -0.464 3.343
H 11.464 -0.428 3.775
H 12.353 -1.970 3.774
H 11.127 -1.653 1.820